one | Below is a single C22H27N3O6 molecule, with properties calculated with ωB97M-V/def2-TZVPD.

**Highest occupied orbital energy**: -7.95 eV
**M**: 429.5 u

Each line ends with the Mulliken charge.
Positions of all 58 atoms, in Å:
C (1.743, 6.881, -1.066)  -1.2904
C (2.153, 5.613, -1.805)  -0.3309
C (1.205, 4.454, -1.504)  -0.3850
C (1.613, 3.180, -2.251)  -1.1450
C (0.649, 2.048, -1.943)  0.5357
O (-0.206, 1.677, -2.715)  -0.6465
N (0.841, 1.532, -0.696)  -0.1011
C (0.150, 0.510, -0.055)  0.1999
C (-0.822, -0.261, -0.665)  -0.1549
C (-1.456, -1.295, 0.018)  -0.7681
O (-2.377, -2.052, -0.671)  -0.4147
C (-3.711, -2.008, -0.184)  -0.1725
C (-4.317, -0.613, -0.281)  -1.3082
C (-1.091, -1.565, 1.339)  -0.4093
N (-1.618, -2.660, 2.053)  0.1067
C (-1.580, -3.974, 1.694)  -0.0758
O (-2.010, -4.840, 2.423)  -0.6705
C (-1.074, -4.275, 0.314)  0.6468
C (-1.891, -5.004, -0.540)  -0.6131
C (-1.500, -5.261, -1.842)  -0.6427
C (-0.285, -4.789, -2.315)  -0.5738
C (0.556, -4.090, -1.471)  -0.6333
C (0.170, -3.854, -0.158)  0.4135
N (1.104, -3.201, 0.713)  1.3175
O (1.900, -2.429, 0.218)  -0.6366
O (1.063, -3.477, 1.896)  -0.6470
C (-0.154, -0.749, 1.976)  -0.4353
C (0.482, 0.270, 1.296)  1.1105
O (1.436, 1.086, 1.827)  -0.4266
C (2.012, 0.732, 3.074)  -0.2864
C (3.196, 1.656, 3.313)  -1.4748
H (1.751, 6.717, 0.010)  0.3298
H (0.740, 7.184, -1.358)  0.3314
H (2.428, 7.694, -1.294)  0.3852
H (2.158, 5.805, -2.880)  0.2909
H (3.169, 5.335, -1.514)  0.3328
H (0.191, 4.729, -1.800)  0.2916
H (1.197, 4.267, -0.427)  0.2564
H (1.585, 3.364, -3.326)  0.4602
H (2.629, 2.892, -1.971)  0.3211
H (1.573, 1.929, -0.122)  0.2273
H (-1.092, -0.073, -1.690)  0.6602
H (-3.761, -2.369, 0.852)  0.2506
H (-4.252, -2.707, -0.826)  0.4365
H (-4.251, -0.250, -1.304)  0.3282
H (-5.361, -0.645, 0.019)  0.4335
H (-3.783, 0.079, 0.366)  0.2839
H (-1.808, -2.512, 3.037)  0.2462
H (-2.843, -5.352, -0.169)  0.5127
H (-2.150, -5.825, -2.493)  0.4216
H (0.012, -4.976, -3.335)  0.4092
H (1.519, -3.732, -1.802)  0.5011
H (0.099, -0.978, 2.999)  0.3788
H (2.342, -0.314, 3.045)  0.4181
H (1.271, 0.851, 3.876)  0.3177
H (3.933, 1.528, 2.525)  0.3313
H (2.866, 2.692, 3.319)  0.3303
H (3.655, 1.424, 4.269)  0.4251

***

two | Below is a single C22H27N3O6 molecule, with properties calculated with ωB97M-V/def2-TZVPD.

**Highest occupied orbital energy**: -7.77 eV
**M**: 429.5 u

Each line ends with the Mulliken charge.
Positions of all 58 atoms, in Å:
C (2.898, 2.469, 1.923)  -1.1527
C (2.902, 2.508, 0.403)  -0.1527
O (3.367, 1.264, -0.123)  -0.1407
C (4.616, 1.214, -0.590)  0.6044
O (5.358, 2.155, -0.666)  -0.6194
C (4.985, -0.197, -1.031)  -0.8064
N (3.889, -1.121, -0.949)  -0.1995
C (3.726, -1.915, 0.126)  0.5447
O (4.565, -2.080, 0.986)  -0.6761
C (2.356, -2.617, 0.169)  -0.6678
O (1.459, -1.891, 0.997)  -0.5202
C (0.803, -0.792, 0.563)  1.3513
C (0.105, -0.134, 1.529)  -1.3949
O (-0.667, 0.943, 1.333)  -0.2603
C (-0.772, 1.436, 0.095)  1.7551
C (-1.672, 2.650, -0.003)  -2.2782
N (-3.093, 2.398, -0.113)  0.1714
C (-3.707, 1.695, 1.006)  -0.7324
C (-4.105, 0.256, 0.625)  -0.9771
N (-3.147, -0.260, -0.322)  0.5276
C (-2.486, -1.462, -0.169)  1.1448
C (-1.965, -2.149, -1.271)  -0.4292
C (-1.229, -3.307, -1.105)  -0.4773
C (-1.003, -3.830, 0.155)  -0.5485
C (-1.526, -3.170, 1.254)  -0.8617
C (-2.248, -2.004, 1.100)  -0.8188
C (-3.254, 0.390, -1.607)  -0.8068
C (-3.562, 1.890, -1.382)  -1.1001
C (-0.100, 0.885, -0.943)  -1.2257
C (0.727, -0.290, -0.815)  1.4823
O (1.301, -0.785, -1.789)  -1.0643
H (2.479, 3.392, 2.313)  0.4176
H (3.914, 2.357, 2.295)  0.3840
H (2.306, 1.627, 2.275)  0.1652
H (3.551, 3.309, 0.036)  0.4780
H (1.890, 2.642, 0.009)  0.0937
H (5.382, -0.151, -2.049)  0.3547
H (5.776, -0.554, -0.362)  0.3491
H (3.077, -0.958, -1.544)  0.3535
H (1.950, -2.770, -0.832)  0.3453
H (2.473, -3.574, 0.684)  0.4446
H (0.118, -0.467, 2.555)  0.5230
H (-1.522, 3.255, 0.897)  0.4320
H (-1.376, 3.240, -0.873)  0.4565
H (-3.010, 1.683, 1.844)  0.2924
H (-4.602, 2.252, 1.312)  0.4588
H (-5.103, 0.257, 0.161)  0.3398
H (-4.158, -0.370, 1.511)  0.3965
H (-2.137, -1.791, -2.273)  0.3985
H (-0.835, -3.806, -1.978)  0.4033
H (-0.431, -4.736, 0.281)  0.4452
H (-1.359, -3.560, 2.247)  0.3509
H (-2.614, -1.507, 1.986)  0.1938
H (-4.047, -0.059, -2.227)  0.5466
H (-2.306, 0.285, -2.135)  0.5175
H (-3.120, 2.483, -2.184)  0.4075
H (-4.643, 2.056, -1.402)  0.3402
H (-0.172, 1.317, -1.929)  0.4408

***

The computed energies, referenced to the most stable structure and given in kJ/mol, are one 109.4; two 0.0.

***

one | Below is a molecular structure, BrH10LiO5, with properties calculated with ωB97M-V/def2-TZVPD.

**Highest occupied orbital energy**: -10.25 eV
**M**: 176.9 u

Each line ends with the Mulliken charge.
Positions of all 17 atoms, in Å:
Li (9.824, 41.581, 33.549)  0.9014
Br (11.913, 41.864, 35.092)  -1.0130
O (10.330, 42.879, 38.035)  -0.6500
H (10.628, 43.588, 38.682)  0.3215
H (10.664, 42.654, 37.111)  0.3226
O (13.513, 44.402, 36.489)  -0.6087
H (14.235, 43.994, 36.890)  0.3137
H (13.005, 43.570, 35.976)  0.2656
O (13.445, 43.251, 32.327)  -0.5724
H (13.634, 42.622, 31.605)  0.3248
H (13.025, 42.752, 32.971)  0.3607
O (13.041, 38.973, 33.787)  -0.5617
H (13.049, 39.727, 34.290)  0.3258
H (13.000, 39.334, 32.866)  0.2705
O (11.714, 38.868, 36.724)  -0.5157
H (12.108, 38.187, 36.388)  0.2647
H (12.217, 39.564, 36.504)  0.2503

***

two | Below is a molecular structure, BrH10LiO5, with properties calculated with ωB97M-V/def2-TZVPD.

**Highest occupied orbital energy**: -10.24 eV
**M**: 176.9 u

Each line ends with the Mulliken charge.
Positions of all 17 atoms, in Å:
Li (-2.683, -1.456, 1.171)  0.9441
Br (-0.728, 0.019, 0.281)  -0.8774
O (-0.243, -1.880, 3.233)  -0.6115
H (-0.324, -1.376, 2.471)  0.2836
H (0.726, -2.126, 3.081)  0.3249
O (-2.451, 1.972, -2.230)  -0.6323
H (-1.723, 1.288, -1.858)  0.3003
H (-2.238, 2.048, -3.277)  0.3312
O (1.703, 1.187, 2.285)  -0.5784
H (1.446, 1.581, 3.057)  0.2832
H (0.871, 1.245, 1.668)  0.2766
O (1.171, -2.421, -1.230)  -0.4937
H (0.923, -2.410, -2.100)  0.2833
H (0.726, -1.770, -0.912)  0.3276
O (1.246, 1.512, -1.859)  -0.5680
H (0.928, 1.270, -2.635)  0.2783
H (0.649, 1.316, -1.146)  0.1281

***

The computed energies, referenced to the most stable structure and given in kJ/mol, are one 7.2; two 0.0.

***

one | Below is a single C10H11NO2S molecule, with properties calculated with ωB97M-V/def2-TZVPD.

**Highest occupied orbital energy**: -9.19 eV
**M**: 209.3 u

Each line ends with the Mulliken charge.
Positions of all 25 atoms, in Å:
C (-3.227, 1.196, 0.204)  -0.5660
C (-2.885, 0.267, 1.164)  -0.5104
C (-2.422, 1.397, -0.929)  -0.4252
C (-1.794, -0.579, 0.934)  -0.2770
C (-1.374, 0.512, -1.098)  0.4650
C (-1.137, -0.490, -0.215)  0.4280
C (-0.241, 0.548, -2.201)  -1.0775
C (0.038, -1.325, -0.577)  -0.5840
C (0.804, -0.456, -1.709)  0.2508
C (3.862, -0.126, 2.182)  -0.5332
N (3.080, -0.690, 1.095)  -0.3022
O (0.948, -1.543, 0.475)  -0.4187
O (1.828, 0.224, -1.025)  -0.4620
S (1.780, -0.137, 0.685)  0.3573
H (-3.837, 2.048, 0.545)  0.3171
H (-3.512, 0.016, 2.035)  0.3330
H (-2.656, 2.139, -1.835)  0.2414
H (-1.563, -1.253, 1.808)  0.3442
H (-0.626, 0.247, -3.149)  0.4177
H (0.121, 1.503, -2.310)  0.4604
H (-0.417, -2.252, -0.828)  0.5784
H (1.107, -1.049, -2.600)  0.2446
H (3.173, 0.676, 2.624)  0.2823
H (3.980, -1.008, 2.756)  0.2305
H (4.973, 0.135, 1.970)  0.2057

***

two | Below is a single C10H11NO2S molecule, with properties calculated with ωB97M-V/def2-TZVPD.

**Highest occupied orbital energy (spin up / spin down)**: -8.04 / -7.69 eV
**M**: 209.3 u

Each line ends with the Mulliken charge.
Positions of all 25 atoms, in Å:
C (-2.108, 2.610, -2.106)  -0.5940
C (-1.463, 1.549, -2.711)  -0.4926
C (-1.948, 2.725, -0.714)  -0.3256
C (-0.653, 0.634, -1.987)  -0.6125
C (-1.205, 1.812, 0.033)  -0.5430
C (-0.486, 0.783, -0.591)  1.0197
C (1.003, -1.373, -0.447)  -0.2736
C (1.862, -2.286, 1.760)  -0.4419
C (2.089, -2.225, 0.274)  -0.9895
C (0.184, -0.172, 0.209)  0.1475
N (0.606, -1.793, 2.161)  -0.3766
O (-0.897, 0.224, 2.632)  -0.6562
O (1.516, 0.507, 2.140)  -0.5964
S (0.290, -0.194, 1.947)  1.0452
H (-2.991, 3.135, -2.694)  0.2337
H (-1.659, 1.442, -3.738)  0.3988
H (-2.282, 3.499, -0.052)  0.3638
H (-0.016, -0.073, -2.365)  0.3619
H (-1.087, 2.038, 1.176)  0.1219
H (1.346, -0.887, -1.439)  0.3335
H (0.186, -2.104, -0.703)  0.3472
H (1.969, -3.295, 2.131)  0.4842
H (2.687, -1.472, 2.111)  0.2347
H (2.741, -2.910, -0.183)  0.4738
H (0.316, -2.175, 3.159)  0.3361

***

three | Below is a molecular structure, C10H11NO2S, with properties calculated with ωB97M-V/def2-TZVPD.

**Highest occupied orbital energy (spin up / spin down)**: -8.68 / -8.03 eV
**M**: 209.3 u

Each line ends with the Mulliken charge.
Positions of all 25 atoms, in Å:
C (-0.140, -3.161, 0.616)  -0.5635
C (-2.327, -1.709, 0.859)  -0.7386
C (0.352, -2.289, -0.242)  -0.9049
C (-1.001, -2.188, 1.386)  0.1949
C (-1.851, -0.839, -0.074)  0.4003
C (-0.218, -0.950, 1.740)  -0.6621
C (-0.386, -1.038, 0.236)  1.0414
C (-0.014, 1.301, -1.283)  0.5316
C (1.342, 0.881, -1.229)  -0.8762
C (-0.509, 2.399, -0.509)  -1.2653
N (-2.334, -0.047, -0.943)  -0.7737
O (-1.924, 1.429, -2.847)  -0.6881
O (-0.718, -0.751, -2.796)  -0.6491
S (-1.302, 0.392, -2.104)  1.2536
H (-0.206, -4.252, 0.621)  0.3735
H (-3.306, -2.157, 1.098)  0.4249
H (0.903, -2.378, -1.137)  0.4189
H (-0.725, -0.135, 2.248)  0.3285
H (0.857, -1.201, 1.940)  0.2914
H (1.515, -0.103, -1.605)  0.2338
H (1.632, 0.865, -0.083)  0.1835
H (1.828, 1.706, -1.703)  0.4251
H (-1.617, 2.325, -0.611)  0.4131
H (-0.288, 3.417, -1.029)  0.3241
H (-0.347, 2.364, 0.592)  0.2829

***

The computed energies, referenced to the most stable structure and given in kJ/mol, are one 0.0; two 183.2; three 529.5.